This record from the OMol25 dataset describes a cluster of 14 separate species, C16H60N12O14 in total. The level of theory is ωB97M-V/def2-TZVPD.

Each line ends with the Mulliken charge.
CARTESIAN COORDINATES (ANGSTROEM)
H1 -1.199 -0.650 -2.984  -0.619
C1 0.006 -0.305 -0.057  1.552
C2 1.519 -2.214 -5.198  -1.352
H2 3.131 3.405 1.074  0.410
N1 -1.791 1.709 1.662  0.555
H3 -1.858 1.474 4.723  0.292
O1 0.302 0.147 -3.355  0.228
C3 0.225 1.049 -4.412  -0.989
H4 -2.446 1.835 0.892  0.197
O2 0.370 -3.771 0.412  -0.647
O3 3.544 -0.851 0.048  -0.690
O4 -1.504 -3.323 2.782  -0.731
H5 -0.160 2.729 -2.131  0.348
H6 -4.437 -2.018 -2.561  0.128
H7 -0.441 1.762 3.698  0.297
C4 0.948 3.221 5.278  -1.429
H8 0.295 -1.207 -0.504  -0.244
H9 0.795 1.998 -4.246  0.281
H10 2.196 -2.981 -5.437  0.446
H11 -5.081 -0.661 -3.319  0.321
H12 1.381 4.035 5.813  0.423
H13 3.294 1.520 -4.106  0.293
O5 2.509 3.328 -2.560  -0.738
O6 -3.136 0.758 -3.590  -0.701
H14 -1.464 -4.723 -2.186  0.205
H15 -0.153 -3.637 -4.578  0.440
H16 -3.754 -0.127 -0.510  0.063
H17 3.721 0.242 -3.086  0.215
C5 -0.676 -3.840 -0.499  0.250
C6 0.374 -2.716 -4.287  0.377
O7 -1.955 3.200 -2.669  -0.518
H18 0.108 -1.522 3.773  -0.028
H19 2.014 4.294 0.061  0.349
O8 3.500 -1.335 5.095  -0.756
H20 -0.811 1.268 -4.619  0.335
H21 1.173 -1.754 -6.131  0.374
H22 1.372 -2.906 3.466  0.342
C7 -4.302 0.685 -0.137  -0.959
N2 -1.450 1.514 3.783  -0.290
H23 -1.193 2.887 -0.604  0.254
H24 -2.603 -3.255 -0.797  0.346
N3 -0.749 -4.690 -1.453  -0.409
H25 -0.102 -0.489 1.799  -0.412
H26 1.736 0.690 3.687  -0.170
C8 -2.361 1.813 2.838  0.635
C9 -1.146 2.568 -1.694  -0.259
H27 2.258 -2.296 0.714  -0.089
H28 -4.528 0.413 0.876  0.461
C10 -3.115 -0.433 -3.101  0.342
H29 3.692 -0.656 0.952  0.270
H30 -2.009 -1.885 -2.140  0.295
O9 -3.675 1.894 2.962  -0.742
H31 0.319 -3.360 -2.412  0.172
O10 1.296 2.597 1.004  -0.447
C11 2.624 -1.443 4.046  0.341
C12 2.100 3.774 1.022  -1.143
C13 2.804 2.004 -2.295  0.392
H32 3.689 -2.893 0.043  0.468
H33 2.683 0.412 -0.941  -0.058
H34 -3.188 -1.777 1.274  0.409
N4 2.667 -0.661 3.032  0.162
H35 -1.095 -0.080 3.405  0.431
C14 -1.582 -1.924 2.625  0.513
H36 -0.834 1.630 1.510  -0.865
H37 -1.071 -0.506 -0.046  -0.558
H38 1.513 -2.426 5.164  0.245
H39 0.344 2.667 5.941  0.337
H40 2.222 2.029 -0.335  -0.010
H41 2.499 -2.122 -1.013  -0.016
H42 -1.631 -2.431 0.532  -0.423
H43 1.220 -0.063 -3.126  -0.253
H44 -4.211 2.330 -0.965  0.439
N5 2.611 1.453 -1.103  0.361
H45 0.063 -5.404 -1.443  0.338
H46 1.952 4.461 1.881  0.249
N6 -4.191 -1.114 -2.948  -0.230
H47 -0.413 -1.956 -4.301  -0.013
H48 -2.806 3.265 -2.195  0.343
H49 0.192 0.497 -0.750  -0.048
N7 -2.427 -1.303 1.847  -0.009
H50 -5.222 0.539 -0.632  0.565
C15 1.997 2.484 4.422  -0.118
H51 -1.347 1.516 -1.743  -0.301
H52 1.954 -0.695 2.285  -0.232
H53 2.479 3.225 3.776  0.176
H54 1.263 2.273 1.916  0.094
H55 2.764 2.065 5.034  0.436
C16 2.996 -2.133 -0.064  -0.209
O11 0.542 -0.089 1.176  1.658
N8 -1.674 -3.010 -0.344  0.058
N9 1.516 -2.083 4.194  -0.385
O12 1.277 1.513 3.725  -0.267
H56 0.239 3.677 4.586  0.364
O13 -3.661 1.916 -0.246  -0.680
N10 -0.799 -1.085 3.297  -0.375
H57 -2.475 -0.255 1.820  -0.783
H58 3.458 -0.005 2.792  0.324
O14 0.971 -2.940 -2.993  -0.473
N11 3.278 1.187 -3.168  -0.283
H59 0.662 0.598 -5.320  0.231
H60 2.158 -1.423 -4.711  0.065
N12 -2.109 -1.088 -2.716  0.457

Properties
* largest force on an atom: 0.218 Eh/bohr
* frontier orbital gap: 8.47 eV